1.
Density functional theory data (the ωB97M-V functional and the def2-TZVPD basis) for C4H9N2O2S as an isolated structure in a non-equilibrium geometry.

## Properties
**Maximum force**: 0.077 Eh/bohr
**Frontier orbital gap**: 9.115 eV
**E_LUMO**: -6.54 eV
**Total charge**: +1
**Energy above the lowest of the compared OMol25 structures with the same formula, charge and spin**: 61.8 kcal/mol

Last column: Löwdin charge in e.
Atoms and positions in Å:
C: -1.5671 1.7760 0.0801  -0.082
C: -0.1354 -1.7863 -0.2189  -0.054
C: -1.2702 0.2988 0.4493  -0.278
C: -0.5132 -0.4342 -0.4806  -0.112
N: 3.9016 -1.7271 0.1394  0.204
N: 2.9197 -1.2434 0.0888  -0.017
O: 2.2711 1.2457 1.2675  -0.307
O: 1.9570 1.2128 -1.2040  -0.305
S: 1.6705 0.6745 0.0849  0.829
H: -1.6148 1.9642 -1.0764  0.120
H: -2.6778 2.0107 0.3589  0.121
H: -0.8622 2.5499 0.4307  0.081
H: -0.3743 -1.9608 0.7645  0.075
H: -0.6493 -2.7100 -0.7750  0.197
H: 0.8839 -1.9844 -0.4564  0.051
H: -1.1713 0.2187 1.5077  0.141
H: -2.3156 -0.1559 0.4898  0.200
H: -0.4526 0.0505 -1.4503  0.137

2.
Density functional theory data (the ωB97M-V functional and the def2-TZVPD basis) for one molecule with the formula C17H26N4O4S in a non-equilibrium geometry.

## Properties
**Maximum force**: 0.233 Eh/bohr
**Frontier orbital gap**: 7.468 eV
**E_LUMO**: -0.59 eV
**SMILES**: COc1cc(OC)c(OC)cc1/C=N/NC(=S)NCCN1CCOCC1
**Energy above the lowest of the compared OMol25 structures with the same formula, charge and spin**: 407.3 kcal/mol

Last column: Löwdin charge in e.
Atoms and positions in Å:
C: -4.5282 3.0868 -0.1348  0.018
O: -3.6301 1.9373 0.2704  -0.032
C: -2.4082 2.1726 -0.0168  -0.411
C: -2.0467 3.2017 -0.8317  0.100
C: -0.4951 3.4096 -1.0221  -0.045
O: -0.0983 4.4284 -1.9847  -0.041
C: 1.1556 4.5123 -2.1203  -0.235
C: 0.3924 2.5162 -0.3988  -0.062
O: 1.9289 2.5298 -0.8100  -0.202
C: 2.6301 1.6453 0.2239  -0.028
C: -0.1893 1.2857 0.0914  0.031
C: -1.5364 1.2322 0.3634  -0.134
C: -2.0655 0.1016 1.2794  0.086
N: -1.0612 -0.8233 1.4873  0.050
N: -1.6894 -1.8329 2.1256  -0.076
C: -1.2494 -3.0027 2.6047  -0.897
S: -1.6608 -4.2676 3.3573  0.740
N: 0.3640 -3.1762 2.3099  -0.052
C: 1.1708 -2.2024 1.5728  -0.187
C: 0.6877 -2.4270 0.1287  -0.141
N: 1.7264 -1.6387 -0.7714  -0.146
C: 1.1760 -1.5276 -2.1709  -0.180
C: 2.0604 -0.5933 -3.0782  -0.072
O: 3.4309 -1.3240 -3.2018  -0.250
C: 4.0356 -1.5293 -1.8769  -0.138
C: 2.9717 -2.5426 -1.0548  -0.128
H: -4.5981 2.9927 -1.2442  0.111
H: -5.5397 2.7596 0.0955  0.095
H: -4.3027 4.0369 0.1166  0.054
H: -2.3375 4.1330 -1.2822  0.114
H: 1.5862 3.7769 -2.6445  0.066
H: 1.0680 5.4557 -2.6969  0.131
H: 1.8631 4.7667 -1.4448  0.074
H: 2.6379 2.0259 1.1798  0.072
H: 2.4712 0.6743 -0.1711  0.036
H: 3.5218 2.0319 -0.1788  0.074
H: 0.5224 0.5487 0.5899  0.115
H: -2.9252 0.2388 1.7073  0.062
H: -2.7900 -1.9681 2.4556  0.216
H: 0.5205 -4.1138 2.4313  0.006
H: 0.8933 -1.2350 1.8228  0.066
H: 2.1043 -2.5847 1.7085  0.079
H: 0.6914 -3.5424 -0.3705  0.173
H: -0.1537 -2.0762 -0.1429  0.001
H: 0.3400 -0.7068 -1.8839  0.150
H: 0.8842 -2.3516 -2.7488  0.094
H: 1.8519 -0.2886 -3.9577  0.034
H: 2.3331 0.3734 -2.4294  0.141
H: 4.8212 -2.3479 -2.4545  0.183
H: 4.2144 -0.5933 -1.3653  0.085
H: 3.2896 -2.6196 -0.0360  0.071
H: 2.8734 -3.5098 -1.6547  0.130

3.
Density functional theory data (the ωB97M-V functional and the def2-TZVPD basis) for a 2-piece molecular cluster, C5H13NO overall in a non-equilibrium geometry.

## Properties
**Maximum force**: 0.067 Eh/bohr
**Frontier orbital gap**: 9.772 eV
**E_LUMO**: 0.95 eV
**SMILES**: C/C=C/CCN.O
**Energy above the lowest of the compared OMol25 structures with the same formula, charge and spin**: 60.8 kcal/mol

Last column: Löwdin charge in e.
Atoms and positions in Å:
C: -3.5854 0.6163 1.5710  -0.106
C: -2.0834 0.2650 1.3153  -0.163
C: -1.0765 0.9919 0.9096  -0.180
C: 0.3845 0.6433 0.9239  -0.188
C: 0.7287 -0.2221 -0.3788  -0.239
N: 1.3904 0.5616 -1.4404  -0.022
H: -4.0306 -0.1448 2.2676  0.069
H: -3.6717 1.5979 2.0569  0.059
H: -4.2529 0.6925 0.6467  0.081
H: -1.7832 -0.6756 1.8662  0.116
H: -1.0716 1.9965 0.5159  0.104
H: 0.6969 0.0886 1.8094  0.101
H: 0.9240 1.5598 0.7748  0.085
H: 1.3400 -1.1521 -0.1045  0.119
H: -0.2365 -0.5281 -0.8106  0.096
H: 2.3515 0.7322 -1.5216  0.036
H: 0.9955 1.4092 -1.7839  0.053
O: 3.3293 -2.4153 -2.1032  -0.173
H: 2.3384 -2.0817 -2.0155  0.068
H: 3.8258 -1.8697 -2.8389  0.085

Question: Among the records above, which one has the highest energy above the lowest of the compared OMol25 structures with the same formula, charge and spin?
Answer: C17H26N4O4S

Question: What is the formula in the third record?
Answer: C5H13NO

Question: maximum force of number 1 (C4H9N2O2S)?
Answer: 0.077 Eh/bohr

Question: The lowest energy above the lowest of the compared OMol25 structures with the same formula, charge and spin belongs to which entry?
Answer: C5H13NO